Entry 1:
Entry from the OMol25 dataset: a structure of composition C11H17N2OS2Sm (the ωB97M-V functional and the def2-TZVPD basis).

XYZ file:
```
34
Properties=species:S:1:pos:R:3:forces:R:3
H -1.136 4.201 1.408 0.5 -0.6 -0.2
H 2.038 -2.156 -2.170 -0.6 -0.5 -0.7
H -2.504 -2.410 -1.656 -0.1 -0.9 -1.3
N -2.101 -0.004 -2.712 0.6 -0.4 0.0
C -1.934 -0.441 -1.436 0.0 2.0 0.4
H 3.634 -2.247 -1.444 0.0 0.2 -0.8
C 1.603 -1.969 0.459 1.4 0.1 -1.2
C -0.755 3.318 1.935 -1.1 -0.1 0.2
H -2.747 2.356 2.376 0.8 -0.3 -0.2
H -0.981 1.775 -2.432 -0.1 -0.2 0.0
H 1.135 1.902 4.191 0.9 -0.7 0.4
H -2.278 -1.864 -0.105 0.1 0.1 0.0
S 0.719 -1.529 1.867 -0.7 0.5 1.1
H 2.635 -3.684 -0.324 -0.1 -0.4 0.4
N -2.443 -1.628 -1.076 0.3 0.6 1.5
C 0.424 2.082 3.435 -0.9 0.2 -0.3
C 2.301 -1.083 -0.345 -1.4 -1.6 -0.6
C -1.648 2.329 2.474 0.4 0.3 0.6
H -2.497 -0.672 -3.383 0.3 0.6 0.5
S 2.585 0.573 -0.003 0.2 1.5 0.2
H -1.267 0.814 4.130 0.1 0.1 -0.5
H -0.808 1.085 -4.076 -0.7 0.0 0.8
C 1.715 -3.487 0.234 -0.2 1.1 -0.5
C -0.891 1.552 3.419 -0.3 0.7 -0.3
H 3.153 -0.774 -2.378 0.0 0.0 0.1
C 2.808 -1.572 -1.731 0.8 -0.1 2.3
H -2.330 1.921 -3.578 0.3 -0.3 0.1
Sm 0.131 0.903 0.923 1.0 -0.2 1.1
C 0.523 3.141 2.513 -0.5 0.2 0.2
C -1.521 1.262 -3.228 0.0 -0.4 -0.5
H 0.889 -3.841 -0.377 -0.3 -0.2 -0.2
O -1.457 0.335 -0.533 -1.1 -1.3 -2.1
H 1.358 3.826 2.436 0.0 -0.2 -0.2
H 1.644 -4.013 1.186 0.3 0.1 -0.1
```
Forces are in eV/Å.

Frontier orbital gap (spin up / spin down)   6.29 / 6.30 eV
LUMO level (spin up / spin down)   -0.00142 / -0.00142 Eh
Multiplicity   6

Here are the Mulliken charges for atoms 1 to 6, given in e: 0.4596 0.3139 0.2245 -0.1883 0.5818 0.3404


Entry 2:
Entry from the OMol25 dataset: a cluster of 2 separate species, FHS2 in total (the ωB97M-V functional and the def2-TZVPD basis).

XYZ file:
```
4
Properties=species:S:1:pos:R:3:forces:R:3
S -1.651 1.103 -0.028 0.0 -0.2 0.0
H 1.373 -0.431 0.102 0.1 0.2 0.0
F 2.118 0.105 -0.041 -0.2 -0.2 0.0
S -1.841 -0.777 -0.033 0.1 0.2 0.0
```
Forces are in eV/Å.

Frontier orbital gap   5.81 eV
LUMO level   -0.10324 Eh

Mulliken atomic charges, in units of e: 0.0307 0.3875 -0.3810 -0.0373


Entry 3:
Entry from the OMol25 dataset: a structure of composition C11H27F2GaN3O3 (the ωB97M-V functional and the def2-TZVPD basis).

XYZ file:
```
47
Properties=species:S:1:pos:R:3:forces:R:3
H -4.226 -0.578 1.764 0.0 -0.1 0.0
N -5.186 -5.741 -0.610 0.0 0.1 -0.1
H 1.023 3.896 -1.124 0.0 0.1 0.0
H 7.879 2.366 0.150 0.0 0.0 0.0
H 0.331 5.243 2.287 0.0 0.0 0.0
C 4.960 1.244 -0.897 -0.2 0.0 0.0
H -2.871 1.010 -1.574 -0.1 0.0 -0.1
H 6.384 3.324 0.101 0.0 0.0 0.0
H -0.935 -0.067 -1.107 0.1 -0.1 0.0
H -3.228 -5.224 -1.156 0.0 0.0 0.0
H 7.128 2.792 -1.404 0.0 0.0 0.0
N 6.172 1.274 -0.309 0.1 0.0 0.1
H -5.251 -7.778 -0.665 0.0 0.0 0.0
H -4.409 -5.151 -2.467 0.0 0.0 0.0
C 2.800 3.854 0.723 -0.1 0.0 0.1
H -5.551 -4.427 0.989 0.0 0.0 0.0
H -0.719 1.110 0.206 0.1 0.0 0.0
C 6.934 2.509 -0.369 0.0 0.0 0.0
C -1.390 0.353 -0.208 0.1 0.2 -0.1
N 1.382 4.077 0.889 0.1 0.1 0.0
H 7.664 -0.189 -0.088 0.0 0.0 0.0
O -6.630 -7.005 0.616 0.0 0.0 0.0
H -5.115 -3.649 -0.540 -0.1 0.1 0.0
O -0.672 4.238 -0.045 0.0 0.2 -0.1
H -6.737 -4.345 -0.314 0.0 0.0 0.0
C 6.726 0.125 0.374 0.0 0.1 0.0
H 6.020 -0.701 0.319 0.0 0.0 0.0
F -1.368 -0.693 0.745 0.0 -0.1 0.1
C -2.761 0.897 -0.495 0.0 -0.2 0.2
H 0.094 3.506 2.447 0.0 0.0 0.0
C 0.526 4.082 -0.156 -0.1 -0.2 0.0
H -5.675 0.724 -0.045 0.0 -0.1 -0.1
H -2.879 1.892 -0.061 0.0 0.0 0.0
O 4.459 2.187 -1.476 0.1 0.0 0.0
H 4.452 0.270 -0.798 0.0 0.0 0.0
C 0.831 4.276 2.217 0.0 0.0 0.0
H 1.639 4.233 2.944 0.0 0.0 0.0
H 3.038 3.718 -0.328 0.0 0.0 0.0
H -3.851 -6.726 -1.869 0.0 0.0 0.0
H 3.374 4.702 1.110 0.0 0.0 0.0
C -4.111 -5.708 -1.577 0.0 0.0 0.0
Ga -4.354 -0.169 0.225 0.0 0.4 0.0
C -5.723 -6.894 -0.192 0.0 -0.1 0.0
H 6.914 0.349 1.426 0.0 0.0 0.0
H 3.110 2.954 1.263 0.1 0.0 0.0
F -4.521 -1.696 -0.829 0.1 -0.1 0.0
C -5.677 -4.468 -0.092 0.1 0.0 0.0
```
Forces are in eV/Å.

Frontier orbital gap   6.65 eV
LUMO level   0.06683 Eh
Charge   -1

Here are the Mulliken charges for atoms 1 to 6, given in e: -0.2941 0.1421 0.3108 0.3796 0.2954 0.1225


Entry 4:
Entry from the OMol25 dataset: a cluster of 13 separate species, C4H36N2O13S in total (the ωB97M-V functional and the def2-TZVPD basis).

XYZ file:
```
56
Properties=species:S:1:pos:R:3:forces:R:3
O -4.242 1.423 -1.156 0.7 0.3 1.0
H -2.988 0.336 0.938 0.5 0.5 0.0
H 1.345 2.995 -2.337 0.2 0.1 0.4
C 1.146 -0.722 0.348 2.4 2.9 1.0
O 4.651 -0.485 1.044 -1.0 -1.3 -1.7
H -0.913 -3.208 2.956 0.0 -0.3 0.5
H -4.624 1.781 -0.344 -0.6 -0.1 -0.2
O 0.388 -0.173 3.017 -1.3 0.8 -0.3
H -3.151 -0.868 -0.078 0.2 0.6 -0.3
C 1.541 -1.410 -0.911 0.4 -0.7 -1.7
H 1.783 -2.008 1.834 0.2 0.1 -0.2
O 3.593 1.953 0.540 0.0 -1.0 0.1
H 1.988 0.863 2.261 0.0 0.1 0.3
H -3.311 1.449 -0.853 -0.5 0.0 -0.8
C 1.721 -0.130 2.616 0.6 -1.4 0.0
H -4.059 -1.058 -2.120 0.3 0.9 -0.5
H 0.348 1.305 -1.054 -0.2 -0.4 -0.7
H 1.594 3.187 -3.797 0.2 -0.4 0.2
O -0.593 1.181 -0.880 -0.6 0.6 0.5
H -0.358 -2.509 -0.434 2.1 -0.6 -1.8
O -3.396 -0.515 0.780 -0.8 -0.6 0.5
O -0.027 -2.859 3.104 0.9 0.7 -0.8
H -0.428 4.915 1.489 0.2 0.3 0.0
O -2.383 2.301 -2.880 1.4 0.0 0.5
C 0.482 -2.471 -1.299 -1.3 -0.8 2.9
H -1.404 3.785 1.353 -0.4 -0.6 0.0
H -2.464 2.929 -3.600 -0.1 0.1 -0.2
O -0.913 4.418 0.829 0.2 0.4 -0.1
H -1.986 -1.665 1.633 -0.4 -0.4 -0.4
H 0.125 -0.675 0.628 -1.1 -0.6 -0.1
H -3.073 -0.045 -2.944 -1.0 -1.1 0.8
H 2.564 -1.848 -0.846 -0.9 -0.2 0.7
H -0.135 -2.263 -2.143 -0.1 0.8 -0.9
H 0.424 -2.962 3.942 -0.8 -0.7 0.4
H 1.229 -4.687 -0.522 0.1 0.7 -1.2
H 3.718 0.969 0.538 -0.1 1.2 -0.3
H -1.140 0.777 -1.560 0.7 -0.2 -0.4
O -3.219 -0.966 -2.598 0.7 0.5 -0.2
H -2.808 -2.679 0.834 0.4 0.0 0.5
O 1.786 2.567 -3.074 -0.4 0.5 -0.6
H 2.238 -1.121 -2.735 -0.9 1.0 -0.2
N 1.763 -0.483 -2.072 -0.7 -0.7 1.2
H 4.425 2.161 0.974 0.1 0.5 0.1
H 3.666 -0.692 0.931 0.6 0.0 1.5
H 1.428 0.373 0.237 -0.3 -1.0 -0.1
S 1.201 -4.073 -1.781 -0.3 -0.7 1.5
H 0.782 -0.290 -2.314 1.0 0.0 -1.2
H -1.179 1.591 0.619 0.3 0.0 0.6
H 4.904 -1.077 0.302 0.8 0.6 0.6
H 2.271 -0.443 3.522 0.7 0.3 -0.7
O -1.727 1.733 1.421 -0.5 0.2 0.6
O -1.964 -2.581 1.301 0.2 -0.4 0.2
H -1.524 2.520 -2.443 -1.0 0.0 -0.5
N 2.015 -1.069 1.498 -0.8 0.1 0.6
H 0.112 -1.106 3.033 0.0 0.0 0.1
H -1.222 1.630 2.249 0.1 -0.4 -0.8
```
Forces are in eV/Å.

Frontier orbital gap   9.11 eV
LUMO level   0.00443 Eh

Here are the Mulliken charges for atoms 1 to 6, given in e: -0.5653 0.2228 0.2927 -0.1093 -0.7719 0.2891


Entry 5:
Entry from the OMol25 dataset: the molecule C5H8N2 (the ωB97M-V functional and the def2-TZVPD basis).

XYZ file:
```
15
Properties=species:S:1:pos:R:3:forces:R:3
C -0.804 1.198 -0.011 -0.8 0.2 -1.4
C -1.361 -0.124 -0.116 2.6 0.7 0.7
N 1.517 0.625 -0.491 -1.1 2.5 -2.5
H 0.709 1.386 1.479 0.4 0.2 -1.0
H -1.262 1.931 -0.678 -0.3 -0.2 0.1
H 0.825 2.620 0.052 -0.7 -0.6 0.8
H 1.127 -2.160 0.857 0.9 -1.7 2.2
N 1.930 -0.401 0.139 -2.0 -1.5 0.9
C -0.601 -1.244 0.105 0.3 0.3 -0.5
H -2.272 -0.219 -0.659 -0.9 -0.1 0.3
C 0.934 -1.484 0.120 -1.3 2.4 -0.6
H -1.090 -2.181 -0.142 0.0 -0.1 0.0
H 0.864 0.601 -1.394 1.4 -1.2 2.0
H 0.955 -2.033 -0.768 0.5 -1.1 -1.9
C 0.486 1.622 0.415 1.0 0.2 0.9
```
Forces are in eV/Å.

Frontier orbital gap (spin up / spin down)   7.77 / 7.48 eV
LUMO level (spin up / spin down)   -0.00502 / -0.01981 Eh

Here are the Mulliken charges for atoms 1 to 6, given in e: -0.4170 -0.0854 -0.0211 0.2994 0.2599 0.2465


Entry 6:
Entry from the OMol25 dataset: a cluster of 2 separate species, C2H6N5 in total (the ωB97M-V functional and the def2-TZVPD basis).

XYZ file:
```
13
Properties=species:S:1:pos:R:3:forces:R:3
H 3.517 0.047 0.104 -2.1 0.6 -0.2
H -2.474 -0.514 0.975 -3.5 -1.2 0.1
N 0.573 -1.380 0.070 0.8 -1.7 -0.1
H -1.093 -0.410 2.003 0.5 -0.2 0.8
H 0.735 1.593 -0.048 -4.5 1.8 -0.1
H -0.895 0.517 -1.992 -0.1 -0.9 2.9
N -1.349 0.122 -1.080 -2.5 -0.1 -2.9
N -0.837 -0.008 0.067 1.2 1.7 2.3
N -1.580 -0.267 1.158 2.9 1.5 -3.6
C 2.392 0.260 0.037 2.8 0.7 0.0
H -2.321 -0.200 -1.291 0.9 0.2 0.5
N 1.663 -1.066 0.058 -1.0 -1.0 0.1
C 1.668 1.306 -0.061 4.6 -1.4 0.2
```
Forces are in eV/Å.

Frontier orbital gap (spin up / spin down)   8.40 / 6.77 eV
LUMO level (spin up / spin down)   -0.19079 / -0.19557 Eh
Charge   +1

Here are the Mulliken charges for atoms 1 to 6, given in e: 0.3646 0.1994 -0.0673 0.2546 0.4796 0.3019


Entry 7:
Entry from the OMol25 dataset: a structure of composition C4H7CrO (the ωB97M-V functional and the def2-TZVPD basis).

XYZ file:
```
13
Properties=species:S:1:pos:R:3:forces:R:3
H -0.257 1.377 0.321 0.3 -2.0 2.2
H 1.552 0.248 1.521 -0.5 -0.3 -0.1
H 0.636 -1.328 1.795 -0.2 0.4 -0.2
H -2.357 -0.008 -0.323 0.3 1.0 0.4
H 1.108 -1.999 -0.507 -1.1 0.1 -0.5
H -1.140 0.056 1.473 0.4 0.1 -0.3
O -1.184 0.785 -1.679 0.3 -1.4 3.2
H 1.908 -0.363 -0.821 -0.9 0.5 -0.6
C -0.435 0.149 0.624 -1.5 5.0 -0.2
C -1.330 0.399 -0.497 -2.8 -3.3 -3.4
C 0.844 -0.492 1.115 2.6 -1.4 -1.8
C 1.176 -0.941 -0.256 2.3 -0.4 3.3
Cr -0.522 2.116 -2.767 0.8 1.8 -1.9
```
Forces are in eV/Å.

Frontier orbital gap (spin up / spin down)   4.83 / 8.80 eV
LUMO level (spin up / spin down)   -0.42698 / -0.42146 Eh
Multiplicity   6
Charge   +2

Here are the Mulliken charges for atoms 1 to 6, given in e: 0.2505 0.3035 0.3570 0.4066 0.3128 0.4208


no.,E (Ha)
1,-2068.4947
2,-896.7860
3,-2949.8811
4,-1659.7380
5,-304.6218
6,-353.0553
7,-1275.4123